one | {
  "formula": "CHOP3",
  "method": "ωB97M-V/def2-TZVPD",
  "charge": 0,
  "homo_lumo_gap_ev": 7.4,
  "homo_ev": -8.39,
  "symbols": ["C", "O", "P", "P", "P", "H"],
  "coordinates": [[0.37, 0.13, -0.52], [1.89, 1.22, -2.58], [1.39, 1.45, -0.39], [-0.18, -0.83, -1.90], [1.09, 0.16, -3.28], [-0.26, -0.27, 0.40]]
}

***

two | {
  "formula": "CHOP3",
  "method": "ωB97M-V/def2-TZVPD",
  "charge": 0,
  "homo_lumo_gap_ev": [7.1, 7.1],
  "homo_ev": [-8.77, -8.77],
  "symbols": ["C", "O", "P", "P", "P", "H"],
  "coordinates": [[0.17, -0.64, 0.30], [-0.61, 1.27, -1.02], [0.14, -0.32, -1.33], [0.15, 0.41, 1.66], [-0.77, 1.91, 0.47], [0.92, -2.63, -0.08]]
}

***

Stability ranking, top entry: one; the second entry is 2.761 eV less favorable.

***

one | {
  "formula": "C3H10N2S2",
  "method": "ωB97M-V/def2-TZVPD",
  "charge": 0,
  "smiles": "NC[C@@H](N)CSS",
  "homo_lumo_gap_ev": 9.6,
  "homo_ev": -8.94,
  "symbols": ["N", "C", "C", "N", "C", "S", "S", "H", "H", "H", "H", "H", "H", "H", "H", "H", "H"],
  "coordinates": [[-0.62, -1.63, -3.06], [-0.83, -1.25, -1.68], [-0.12, 0.09, -1.33], [-0.47, 1.18, -2.26], [-0.43, 0.50, 0.11], [0.99, 0.10, 1.12], [0.36, 0.54, 3.05], [-1.32, -2.18, -3.51], [0.29, -1.60, -3.48], [-0.49, -2.03, -1.00], [-1.91, -1.10, -1.52], [0.94, -0.11, -1.53], [-1.47, 1.38, -2.18], [-0.37, 0.84, -3.22], [-1.32, -0.01, 0.46], [-0.69, 1.56, 0.13], [-0.12, -0.68, 3.32]]
}

***

two | {
  "formula": "C3H10N2S2",
  "method": "ωB97M-V/def2-TZVPD",
  "charge": 0,
  "smiles": "NC[C@@H](N)CSS",
  "homo_lumo_gap_ev": 9.5,
  "homo_ev": -8.88,
  "symbols": ["N", "C", "C", "N", "C", "S", "S", "H", "H", "H", "H", "H", "H", "H", "H", "H", "H"],
  "coordinates": [[-3.41, -1.11, -1.08], [-1.94, -1.09, -1.22], [-1.29, -0.15, -0.22], [-1.51, -0.58, 1.18], [0.19, -0.02, -0.50], [1.08, 1.09, 0.63], [3.00, 0.36, 0.50], [-3.73, -0.23, -0.71], [-3.84, -1.20, -1.99], [-1.62, -0.74, -2.22], [-1.57, -2.12, -1.12], [-1.73, 0.85, -0.35], [-1.49, -1.59, 1.22], [-2.46, -0.34, 1.42], [0.36, 0.38, -1.50], [0.67, -1.00, -0.47], [3.47, 1.00, -0.59]]
}

***

three | {
  "formula": "C3H10N2S2",
  "method": "ωB97M-V/def2-TZVPD",
  "charge": 0,
  "smiles": "NC[C@H](N)CSS",
  "homo_lumo_gap_ev": 9.4,
  "homo_ev": -8.70,
  "symbols": ["N", "C", "C", "N", "C", "S", "S", "H", "H", "H", "H", "H", "H", "H", "H", "H", "H"],
  "coordinates": [[1.64, -2.22, 0.40], [0.59, -1.40, -0.24], [0.48, 0.07, 0.24], [-0.04, 0.15, 1.59], [-0.48, 0.70, -0.77], [-1.01, 2.32, -0.07], [-2.01, 3.32, -1.64], [1.37, -2.45, 1.32], [2.54, -1.84, 0.19], [0.83, -1.45, -1.31], [-0.38, -1.84, -0.03], [1.50, 0.46, 0.20], [-1.03, 0.01, 1.65], [0.58, -0.36, 2.18], [0.01, 1.07, -1.67], [-1.36, 0.13, -1.01], [-3.22, 3.33, -1.04]]
}

***

Stability ranking, top entry: two; the second entry is 0.067 eV less favorable.

***

one | {
  "formula": "C8H13N2",
  "method": "ωB97M-V/def2-TZVPD",
  "charge": 1,
  "homo_lumo_gap_ev": 7.1,
  "homo_ev": -11.58,
  "symbols": ["C", "C", "C", "C", "C", "C", "C", "C", "N", "N", "H", "H", "H", "H", "H", "H", "H", "H", "H", "H", "H", "H", "H"],
  "coordinates": [[2.83, 0.60, 0.80], [3.35, -0.75, 0.41], [1.73, 1.27, 0.61], [0.65, 1.80, -0.07], [2.91, -1.51, -0.57], [-2.47, 0.58, -0.57], [-1.28, -1.19, 0.37], [-2.39, -0.97, 1.10], [-3.13, 0.10, 0.63], [-1.18, -0.17, -0.70], [3.68, 0.96, 1.31], [4.29, -1.01, 0.90], [-0.03, 2.25, 0.62], [0.82, 2.44, -0.94], [1.82, -1.47, -0.95], [3.53, -2.36, -0.90], [-3.02, 0.20, -1.39], [-2.47, 1.70, -0.41], [-0.51, -1.89, 0.24], [-2.80, -1.42, 1.91], [-3.58, 0.73, 1.22], [-0.85, -0.70, -1.48], [-0.13, 0.73, -0.21]]
}

***

two | {
  "formula": "C8H13N2",
  "method": "ωB97M-V/def2-TZVPD",
  "charge": 1,
  "homo_lumo_gap_ev": [6.9, 6.0],
  "homo_ev": [-12.63, -12.49],
  "symbols": ["C", "C", "C", "C", "C", "C", "C", "C", "N", "N", "H", "H", "H", "H", "H", "H", "H", "H", "H", "H", "H", "H", "H"],
  "coordinates": [[-1.53, 1.00, 1.07], [0.17, 0.01, -0.09], [1.20, -0.51, -0.75], [-0.97, -0.38, 0.81], [2.16, -1.00, -1.67], [-0.61, -1.26, 2.04], [-2.03, -1.05, -0.11], [1.30, 2.29, -0.70], [-0.82, 1.93, 0.56], [0.15, 1.45, -0.11], [-2.46, 1.19, 1.43], [1.95, -0.71, -2.65], [2.25, -2.12, -1.66], [3.18, -0.50, -1.46], [-0.25, -2.20, 1.73], [-1.57, -1.34, 2.59], [0.10, -0.64, 2.65], [-2.66, -1.61, 0.48], [-1.69, -1.67, -0.84], [-2.64, -0.21, -0.55], [1.20, 3.41, -0.62], [2.26, 1.77, -0.40], [1.33, 2.19, -1.75]]
}

***

Stability ranking, top entry: two; the second entry is 0.228 eV less favorable.

***

one | {
  "formula": "C45H43AuN3O3PTe",
  "method": "ωB97M-V/def2-TZVPD",
  "charge": 1,
  "multiplicity": 2,
  "s_squared": 0.7573,
  "homo_lumo_gap_ev": [6.2, 6.3],
  "homo_ev": [-10.51, -10.63],
  "symbols": ["Au", "N", "C", "C", "C", "C", "C", "C", "P", "C", "C", "C", "C", "C", "C", "C", "C", "C", "C", "C", "C", "H", "H", "H", "H", "H", "H", "H", "H", "H", "H", "H", "H", "H", "H", "H", "H", "C", "C", "C", "C", "C", "C", "Te", "N", "C", "O", "C", "C", "C", "C", "C", "C", "C", "C", "C", "C", "C", "C", "C", "C", "C", "C", "H", "H", "H", "H", "H", "H", "H", "H", "H", "H", "H", "H", "H", "H", "H", "H", "H", "H", "H", "H", "H", "H", "H", "O", "C", "C", "C", "C", "O", "N", "H", "H", "H", "H"],
  "coordinates": [[1.19, -0.44, 0.05], [3.32, -0.73, 0.06], [3.92, -0.75, 1.37], [5.30, -0.82, 1.47], [5.93, -0.78, 2.70], [5.16, -0.68, 3.85], [3.78, -0.62, 3.76], [3.14, -0.67, 2.52], [1.25, -0.63, 2.54], [0.92, -2.21, 3.38], [-0.32, -2.50, 3.96], [-0.54, -3.71, 4.59], [0.46, -4.66, 4.65], [1.69, -4.41, 4.05], [1.91, -3.20, 3.41], [1.15, 0.81, 3.63], [1.92, 1.93, 3.32], [1.85, 3.06, 4.12], [1.01, 3.08, 5.22], [0.25, 1.96, 5.54], [0.30, 0.83, 4.74], [3.68, -1.50, -0.50], [3.60, 0.16, -0.42], [5.89, -0.88, 0.56], [7.00, -0.83, 2.76], [5.63, -0.65, 4.82], [3.18, -0.55, 4.66], [-1.13, -1.78, 3.91], [-1.51, -3.91, 5.03], [0.29, -5.60, 5.15], [2.47, -5.15, 4.07], [2.86, -3.03, 2.93], [2.58, 1.91, 2.46], [2.45, 3.93, 3.88], [0.96, 3.96, 5.85], [-0.40, 1.97, 6.41], [-0.29, -0.04, 4.98], [-1.84, -3.00, -8.14], [-1.80, -2.45, -6.74], [-2.75, -1.55, -6.28], [-2.73, -1.06, -4.98], [-3.78, -0.06, -4.55], [-1.71, -1.47, -4.13], [-1.84, -0.80, -2.03], [-0.85, -0.52, 0.04], [-1.34, -0.41, 1.22], [-0.60, -0.36, 2.29], [-2.79, -0.31, 1.54], [-3.16, 0.61, 2.53], [-4.48, 0.73, 2.92], [-5.45, -0.08, 2.34], [-5.09, -1.00, 1.37], [-3.77, -1.12, 0.97], [-0.96, 1.04, -2.55], [0.24, 1.03, -3.25], [0.82, 2.23, -3.63], [0.20, 3.42, -3.33], [-0.99, 3.43, -2.62], [-1.60, 2.24, -2.20], [-2.85, 2.28, -1.38], [-0.72, -2.36, -4.56], [0.43, -2.81, -3.69], [-0.78, -2.83, -5.87], [-2.71, -2.63, -8.68], [-1.88, -4.09, -8.12], [-0.95, -2.71, -8.69], [-3.55, -1.24, -6.95], [-4.57, 0.02, -5.29], [-3.32, 0.93, -4.43], [-4.23, -0.34, -3.60], [-2.39, 1.25, 2.95], [-4.76, 1.44, 3.69], [-6.48, 0.01, 2.65], [-5.85, -1.64, 0.93], [-3.49, -1.86, 0.24], [0.71, 0.09, -3.51], [1.76, 2.22, -4.18], [0.63, 4.36, -3.66], [-1.48, 4.37, -2.38], [-3.33, 3.26, -1.44], [-2.60, 2.09, -0.33], [-3.57, 1.53, -1.70], [0.34, -2.40, -2.69], [1.38, -2.47, -4.12], [0.47, -3.90, -3.63], [-0.02, -3.52, -6.22], [-0.43, 2.50, 0.95], [0.61, 2.76, 0.39], [1.18, 4.17, 0.18], [2.50, 3.93, -0.54], [2.62, 2.42, -0.61], [3.59, 1.81, -1.04], [1.50, 1.83, -0.10], [1.32, 4.64, 1.16], [0.47, 4.77, -0.38], [3.36, 4.34, -0.02], [2.52, 4.33, -1.56]]
}

***

two | {
  "formula": "C45H43AuN3O3PTe",
  "method": "ωB97M-V/def2-TZVPD",
  "charge": 1,
  "multiplicity": 2,
  "s_squared": 0.7552,
  "homo_lumo_gap_ev": [8.5, 6.3],
  "homo_ev": [-10.66, -10.82],
  "symbols": ["Au", "N", "C", "C", "C", "C", "C", "C", "P", "C", "C", "C", "C", "C", "C", "C", "C", "C", "C", "C", "C", "H", "H", "H", "H", "H", "H", "H", "H", "H", "H", "H", "H", "H", "H", "H", "H", "C", "C", "C", "C", "C", "C", "Te", "N", "C", "O", "C", "C", "C", "C", "C", "C", "C", "C", "C", "C", "C", "C", "C", "C", "C", "C", "H", "H", "H", "H", "H", "H", "H", "H", "H", "H", "H", "H", "H", "H", "H", "H", "H", "H", "H", "H", "H", "H", "H", "O", "C", "C", "C", "C", "O", "N", "H", "H", "H", "H"],
  "coordinates": [[-1.14, 0.54, 0.78], [-3.20, 2.47, 1.50], [-4.41, 1.80, 1.32], [-5.57, 2.52, 1.02], [-6.77, 1.87, 0.81], [-6.85, 0.48, 0.89], [-5.71, -0.24, 1.16], [-4.48, 0.40, 1.36], [-3.00, -0.60, 1.56], [-3.30, -2.10, 0.60], [-3.51, -1.96, -0.77], [-3.73, -3.07, -1.57], [-3.73, -4.34, -1.00], [-3.52, -4.49, 0.37], [-3.31, -3.37, 1.17], [-2.81, -1.08, 3.28], [-1.71, -1.85, 3.66], [-1.53, -2.19, 4.99], [-2.44, -1.76, 5.95], [-3.54, -1.00, 5.58], [-3.72, -0.66, 4.24], [-3.28, 3.48, 1.41], [-2.66, 2.23, 2.34], [-5.52, 3.60, 0.97], [-7.66, 2.45, 0.58], [-7.79, -0.02, 0.74], [-5.75, -1.32, 1.20], [-3.53, -0.97, -1.21], [-3.90, -2.95, -2.63], [-3.90, -5.21, -1.62], [-3.54, -5.47, 0.81], [-3.17, -3.50, 2.23], [-0.99, -2.17, 2.92], [-0.68, -2.80, 5.28], [-2.30, -2.03, 6.99], [-4.24, -0.66, 6.32], [-4.58, -0.05, 3.96], [6.30, -2.79, -5.23], [5.30, -2.17, -4.30], [3.97, -2.55, -4.32], [3.03, -1.97, -3.47], [1.60, -2.47, -3.61], [3.44, -0.96, -2.59], [1.79, -0.23, -1.42], [0.49, 1.33, -0.18], [1.60, 1.85, 0.09], [2.67, 1.35, -0.61], [1.94, 2.87, 1.10], [3.22, 3.41, 1.18], [3.51, 4.35, 2.15], [2.52, 4.76, 3.05], [1.24, 4.22, 2.97], [0.95, 3.28, 1.99], [0.81, 0.57, -3.12], [-0.54, 0.30, -3.18], [-1.30, 0.63, -4.29], [-0.67, 1.25, -5.36], [0.68, 1.55, -5.29], [1.45, 1.23, -4.17], [2.89, 1.68, -4.16], [4.79, -0.60, -2.51], [5.36, 0.43, -1.57], [5.69, -1.21, -3.38], [5.89, -3.67, -5.73], [7.20, -3.08, -4.70], [6.60, -2.08, -6.01], [3.64, -3.32, -5.00], [1.61, -3.48, -4.02], [1.02, -1.84, -4.28], [1.06, -2.54, -2.66], [3.98, 3.08, 0.49], [4.50, 4.78, 2.21], [2.76, 5.50, 3.80], [0.48, 4.55, 3.66], [-0.05, 2.88, 1.91], [-1.03, -0.20, -2.35], [-2.35, 0.40, -4.32], [-1.24, 1.51, -6.25], [1.15, 2.07, -6.11], [2.98, 2.59, -4.74], [3.56, 0.93, -4.59], [3.24, 1.90, -3.15], [4.68, 0.72, -0.78], [5.63, 1.34, -2.12], [6.27, 0.05, -1.12], [6.73, -0.92, -3.33], [-1.34, 1.48, 4.01], [-0.31, 0.88, 3.77], [0.81, 0.61, 4.76], [1.83, -0.21, 3.97], [1.25, -0.26, 2.56], [1.77, -0.77, 1.59], [0.02, 0.35, 2.56], [0.40, 0.09, 5.63], [1.20, 1.56, 5.11], [1.94, -1.23, 4.32], [2.82, 0.23, 3.93]]
}

***

Stability ranking, top entry: two; the second entry is 1.312 eV less favorable.